No. 1
Here is a molecular structure, C28H48N3O2PZr from the Open Molecules 2025 dataset. Energies are from ωB97M-V with the def2-TZVPD basis set.

The largest force on an atom comes out at 0.0751 Eh/bohr. As for the total energy: -1798.46436 Eh. Its charge is +2.

Last column: Löwdin charge in e.
CARTESIAN COORDINATES (ANGSTROEM)
1 Zr 0.74072 -0.24187 0.61167  1.738
2 C 0.90842 -4.06347 1.89357  -0.006
3 C 1.59242 -3.05757 1.02777  -0.293
4 C 1.24322 -2.89927 -0.31893  -0.063
5 C 1.95282 -2.02637 -1.14573  -0.121
6 C 2.99642 -1.24617 -0.62733  -0.125
7 C 3.35322 -1.39457 0.72007  -0.070
8 C 2.67312 -2.30677 1.52397  -0.050
9 H 1.36372 -5.04107 1.73237  0.111
10 H -0.15148 -4.14327 1.66197  0.100
11 H 1.02292 -3.80497 2.94247  0.070
12 H 0.48432 -3.54417 -0.74943  0.135
13 H 1.77782 -2.05657 -2.21513  0.110
14 H 3.62982 -0.66367 -1.29243  0.129
15 H 4.23922 -0.89907 1.10377  0.138
16 H 3.02672 -2.49847 2.52997  0.131
17 C 0.82332 3.29373 2.58717  -0.019
18 C 0.10132 2.45873 1.52677  -0.475
19 C -1.08388 1.72093 2.17907  -0.058
20 O 1.01112 1.54803 0.94227  -0.378
21 H 0.11442 3.90373 3.13957  0.096
22 H 1.56472 3.94493 2.13517  0.088
23 H 1.33012 2.60813 3.26747  0.079
24 H -0.27538 3.11493 0.71827  0.135
25 H -0.76098 1.24993 3.11177  0.069
26 H -1.47838 0.94603 1.50557  0.038
27 H -1.87218 2.43653 2.41067  0.103
28 O -0.83718 -0.68767 -0.50133  -0.407
29 P -0.97228 0.10483 -1.80403  0.647
30 N -1.86678 -0.79457 -2.83963  -0.190
31 C -1.81328 -2.26697 -2.89543  -0.166
32 C -2.66988 -2.62707 -4.10883  -0.142
33 C -2.53998 -1.40307 -5.01403  -0.149
34 C -2.56888 -0.25547 -4.01233  -0.182
35 N 0.62142 0.31183 -2.36003  -0.185
36 C 0.90682 0.14773 -3.80153  -0.174
37 C 1.47662 1.48673 -4.25803  -0.138
38 C 2.30592 1.89383 -3.04463  -0.128
39 C 1.45162 1.43413 -1.85593  -0.215
40 N -1.66308 1.56743 -1.42463  -0.172
41 C -2.99048 1.45203 -0.78123  -0.189
42 C -3.43068 2.90083 -0.65683  -0.143
43 C -3.01958 3.45813 -2.01973  -0.137
44 C -1.69078 2.75013 -2.31733  -0.168
45 H -2.20768 -2.69047 -1.96953  0.122
46 H -0.77908 -2.60307 -3.02713  0.112
47 H -3.70908 -2.76867 -3.81443  0.125
48 H -2.31698 -3.52887 -4.60033  0.123
49 H -3.34908 -1.33747 -5.73353  0.125
50 H -1.59408 -1.42557 -5.55863  0.116
51 H -3.60318 -0.01977 -3.74633  0.126
52 H -2.09368 0.65163 -4.38853  0.106
53 H 0.01782 -0.15317 -4.35063  0.096
54 H 1.66262 -0.63477 -3.93833  0.121
55 H 0.67682 2.20283 -4.44283  0.113
56 H 2.07302 1.39373 -5.16183  0.128
57 H 2.50722 2.96063 -3.01363  0.127
58 H 3.26002 1.36213 -3.04983  0.119
59 H 0.81232 2.24393 -1.48743  0.096
60 H 2.10252 1.11263 -1.01763  0.069
61 H -2.90868 0.92833 0.16977  0.098
62 H -3.68678 0.89713 -1.41983  0.122
63 H -2.88938 3.40133 0.14597  0.111
64 H -4.49858 2.99383 -0.47393  0.128
65 H -2.91008 4.53913 -2.02323  0.123
66 H -3.76898 3.19763 -2.76703  0.121
67 H -0.84548 3.40353 -2.07803  0.114
68 H -1.62048 2.47403 -3.37113  0.098
69 C 2.21732 0.08053 5.59777  -0.031
70 C 1.20202 -1.02117 5.26317  -0.613
71 C 1.79952 -2.40257 5.56287  -0.037
72 C -0.07808 -0.82067 6.08447  -0.031
73 C 0.86762 -0.92077 3.84087  -0.085
74 C 0.56172 -0.83937 2.66607  -0.119
75 H 2.46702 0.03963 6.65357  0.097
76 H 1.80922 1.06513 5.38377  0.080
77 H 3.13342 -0.04097 5.02447  0.087
78 H 2.00882 -2.48787 6.62657  0.098
79 H 2.73372 -2.55437 5.02447  0.080
80 H 1.09822 -3.18917 5.29187  0.084
81 H 0.14952 -0.88167 7.14587  0.097
82 H -0.80798 -1.59027 5.84407  0.093
83 H -0.52058 0.15223 5.88107  0.088

---

No. 2
Here is 14 unconnected molecules or ions with the total composition CH27O16 from the Open Molecules 2025 dataset. Energies are from ωB97M-V with the def2-TZVPD basis set.

The largest force on an atom comes out at 0.2126 Eh/bohr. Its charge is -1. Its energy above the lowest of the compared OMol25 structures with the same formula, charge and spin is 2.926 eV.

Last column: Löwdin charge in e.
CARTESIAN COORDINATES (ANGSTROEM)
1 C -0.42327 -0.81224 -0.17436  -0.621
2 O -0.49821 -1.72337 -0.94481  0.019
3 O 0.65164 0.17862 -0.07050  0.078
4 O -1.33175 -0.66346 0.73356  -0.108
5 H 1.17415 0.34374 -0.78606  0.012
6 O -2.52990 -3.23386 -0.55449  -0.117
7 H -2.30692 -3.75173 0.33050  0.100
8 H -1.76596 -2.66388 -0.46065  -0.064
9 O 1.91803 -0.88554 2.20348  -0.038
10 H 1.72461 -0.79597 1.28832  0.013
11 H 2.76366 -1.41877 2.29972  0.123
12 O -1.93865 -0.19610 -3.00065  -0.091
13 H -2.84324 -0.67753 -3.30363  0.145
14 H -1.81542 -0.41516 -2.08173  -0.005
15 O 0.49154 1.06571 -3.74143  -0.003
16 H 0.55234 1.06542 -4.65906  0.025
17 H -0.20437 0.49095 -3.42004  0.016
18 O 3.63694 2.77402 -0.30966  -0.143
19 H 2.89085 2.73976 0.31408  -0.017
20 H 3.39530 2.22409 -1.13799  0.018
21 O -3.19823 1.20720 0.00529  -0.084
22 H -2.48631 0.59810 0.38023  0.011
23 H -4.07137 0.83686 -0.05918  0.020
24 O 1.44883 -3.31348 -1.61753  -0.042
25 H 1.65747 -3.21951 -2.43223  -0.107
26 H 0.51917 -3.01413 -1.24395  0.076
27 O -0.20836 2.84322 -0.02292  -0.018
28 H -0.13630 2.06141 0.41548  -0.085
29 H -1.06114 2.92254 0.40711  0.023
30 O -2.22400 -0.43679 3.21886  -0.084
31 H -2.24039 -0.43336 2.23427  -0.004
32 H -2.62372 0.44522 3.43454  0.052
33 O -0.02438 -2.65238 2.24527  -0.142
34 H -0.77776 -2.21568 1.73388  0.018
35 H 0.87812 -2.16059 2.14430  0.016
36 O 2.62319 0.90615 -2.07963  -0.076
37 H 1.83354 1.03888 -2.66006  0.021
38 H 3.23277 0.22233 -2.41219  0.078
39 O 2.24771 1.97058 2.01691  -0.068
40 H 1.29458 2.11334 2.03441  -0.010
41 H 2.34635 1.04834 2.30553  0.016
42 O -0.46765 1.93171 2.46737  0.012
43 H -0.92808 1.15049 2.31650  -0.014
44 H -1.17542 2.50485 2.64312  0.048

---

No. 3
Here is a gas-phase ion, C2HN2 (charge +1) from the Open Molecules 2025 dataset. Energies are from ωB97M-V with the def2-TZVPD basis set.

The largest force on an atom comes out at 0.1167 Eh/bohr. The SMILES is N#CC#[NH+]. Its charge is +1. Its energy above the lowest of the compared OMol25 structures with the same formula, charge and spin is 0.000 eV.

Last column: Löwdin charge in e.
CARTESIAN COORDINATES (ANGSTROEM)
1 N -3.36892 -2.05734 -1.33372  0.292
2 C -2.42444 -1.51638 -1.00508  -0.048
3 C -1.25106 -0.70773 -0.48566  0.157
4 N -0.29295 -0.17449 -0.14074  0.417
5 H 0.55978 -0.01034 0.36742  0.182

---

No. 4
Here is 6 unconnected molecules or ions with the total composition C21H41ClN2O5S5 from the Open Molecules 2025 dataset. Energies are from ωB97M-V with the def2-TZVPD basis set.

The largest force on an atom comes out at 0.0756 Eh/bohr. As for the total energy: -3761.39880 Eh. Its charge is 0.

Last column: Löwdin charge in e.
CARTESIAN COORDINATES (ANGSTROEM)
1 C 0.14770 2.36040 0.11149  -0.161
2 C -1.40783 2.16100 0.26739  -0.681
3 Cl -2.01507 3.58598 1.27285  0.516
4 C -1.83505 0.76199 0.86118  -0.158
5 C -0.87262 -0.40921 0.45365  -0.223
6 C -1.26811 -1.32867 -0.65494  -0.054
7 N -0.55980 -2.39277 -1.11533  0.102
8 C 0.64222 -2.48389 -0.41919  -0.217
9 C 1.57737 -3.59975 -0.82262  -0.024
10 C 2.87435 -3.81757 -0.20825  -0.070
11 C 3.35961 -2.88174 0.87900  -0.046
12 C 2.45927 -1.79411 1.29462  -0.001
13 C 1.09267 -1.58176 0.65720  -0.179
14 N 0.30274 -0.51841 1.12966  0.143
15 H 0.63246 2.10242 1.10115  0.082
16 H 0.44055 3.39701 -0.21385  0.069
17 H 0.54534 1.65298 -0.66642  0.059
18 H -1.85494 2.25279 -0.76835  0.052
19 H -2.88140 0.55043 0.51357  0.111
20 H -1.81938 0.84119 1.99111  0.110
21 H -2.25390 -1.12276 -1.15923  0.120
22 H 1.27339 -4.30937 -1.64058  0.103
23 H 3.57330 -4.63762 -0.50728  0.096
24 H 4.37127 -2.98576 1.36620  0.060
25 H 2.77756 -1.06750 2.09025  0.096
26 C 7.77652 -3.71714 4.17333  -0.272
27 S 6.54315 -2.86007 3.17658  0.788
28 O 7.01350 -2.89699 1.76101  -0.559
29 C 6.88918 -1.21200 3.81513  -0.264
30 H 7.76135 -4.77324 3.90519  0.048
31 H 8.76744 -3.30636 3.97407  0.056
32 H 7.53000 -3.60916 5.23059  0.053
33 H 7.93598 -0.95817 3.63948  0.056
34 H 6.66794 -1.18126 4.88262  0.053
35 H 6.25012 -0.49945 3.29392  0.052
36 C -3.79246 1.94790 -4.73677  -0.262
37 S -3.95763 2.96274 -3.25762  0.844
38 O -3.19959 2.28543 -2.16312  -0.567
39 C -5.70509 2.62460 -2.99063  -0.285
40 H -2.75249 1.98163 -5.06146  0.048
41 H -4.07059 0.91692 -4.51434  0.058
42 H -4.43090 2.34723 -5.52581  0.055
43 H -5.86411 1.55327 -2.87739  0.036
44 H -6.28198 3.00138 -3.83548  0.049
45 H -6.02107 3.13656 -2.08025  0.053
46 C 4.82442 2.78222 -2.81547  -0.274
47 S 3.07155 2.43488 -2.57615  0.810
48 O 2.66089 3.07489 -1.29581  -0.553
49 C 3.26763 0.67052 -2.25730  -0.264
50 H 4.94140 3.85101 -2.99285  0.048
51 H 5.38544 2.49884 -1.92368  0.058
52 H 5.19111 2.22984 -3.68206  0.051
53 H 3.92489 0.51790 -1.39973  0.061
54 H 3.68341 0.18438 -3.14115  0.053
55 H 2.28584 0.24750 -2.04090  0.038
56 C -9.42663 -0.77530 -5.18080  -0.269
57 S -8.65130 0.73715 -4.58220  0.813
58 O -7.18690 0.47404 -4.47186  -0.566
59 C -9.34103 0.66147 -2.91859  -0.265
60 H -9.09923 -0.94636 -6.20588  0.051
61 H -9.12631 -1.61936 -4.55831  0.060
62 H -10.51147 -0.66115 -5.16225  0.053
63 H -9.04616 -0.27148 -2.43578  0.061
64 H -10.42842 0.73023 -2.97167  0.054
65 H -8.95350 1.50440 -2.34590  0.047
66 C 2.04721 0.37086 7.04928  -0.272
67 S 2.21173 -0.92427 5.80646  0.796
68 O 3.42535 -0.62800 5.00577  -0.569
69 C 0.81528 -0.44141 4.79974  -0.275
70 H 2.86669 0.27051 7.76062  0.047
71 H 2.09720 1.35181 6.57418  0.059
72 H 1.09749 0.25466 7.57350  0.051
73 H 0.94411 0.58422 4.45026  0.063
74 H -0.10902 -0.52813 5.37320  0.056
75 H 0.77740 -1.11499 3.94305  0.031

---

Q: Which of these has the lowest charge?
A: CH27O16

---

Q: Which value of charge does entry 2 give?
A: -1

---

Please write out number 2 again, unchanged.
Here is 14 unconnected molecules or ions with the total composition CH27O16 from the Open Molecules 2025 dataset. Energies are from ωB97M-V with the def2-TZVPD basis set.

The largest force on an atom comes out at 0.2126 Eh/bohr. Its charge is -1. Its energy above the lowest of the compared OMol25 structures with the same formula, charge and spin is 2.926 eV.

Last column: Löwdin charge in e.
CARTESIAN COORDINATES (ANGSTROEM)
1 C -0.42327 -0.81224 -0.17436  -0.621
2 O -0.49821 -1.72337 -0.94481  0.019
3 O 0.65164 0.17862 -0.07050  0.078
4 O -1.33175 -0.66346 0.73356  -0.108
5 H 1.17415 0.34374 -0.78606  0.012
6 O -2.52990 -3.23386 -0.55449  -0.117
7 H -2.30692 -3.75173 0.33050  0.100
8 H -1.76596 -2.66388 -0.46065  -0.064
9 O 1.91803 -0.88554 2.20348  -0.038
10 H 1.72461 -0.79597 1.28832  0.013
11 H 2.76366 -1.41877 2.29972  0.123
12 O -1.93865 -0.19610 -3.00065  -0.091
13 H -2.84324 -0.67753 -3.30363  0.145
14 H -1.81542 -0.41516 -2.08173  -0.005
15 O 0.49154 1.06571 -3.74143  -0.003
16 H 0.55234 1.06542 -4.65906  0.025
17 H -0.20437 0.49095 -3.42004  0.016
18 O 3.63694 2.77402 -0.30966  -0.143
19 H 2.89085 2.73976 0.31408  -0.017
20 H 3.39530 2.22409 -1.13799  0.018
21 O -3.19823 1.20720 0.00529  -0.084
22 H -2.48631 0.59810 0.38023  0.011
23 H -4.07137 0.83686 -0.05918  0.020
24 O 1.44883 -3.31348 -1.61753  -0.042
25 H 1.65747 -3.21951 -2.43223  -0.107
26 H 0.51917 -3.01413 -1.24395  0.076
27 O -0.20836 2.84322 -0.02292  -0.018
28 H -0.13630 2.06141 0.41548  -0.085
29 H -1.06114 2.92254 0.40711  0.023
30 O -2.22400 -0.43679 3.21886  -0.084
31 H -2.24039 -0.43336 2.23427  -0.004
32 H -2.62372 0.44522 3.43454  0.052
33 O -0.02438 -2.65238 2.24527  -0.142
34 H -0.77776 -2.21568 1.73388  0.018
35 H 0.87812 -2.16059 2.14430  0.016
36 O 2.62319 0.90615 -2.07963  -0.076
37 H 1.83354 1.03888 -2.66006  0.021
38 H 3.23277 0.22233 -2.41219  0.078
39 O 2.24771 1.97058 2.01691  -0.068
40 H 1.29458 2.11334 2.03441  -0.010
41 H 2.34635 1.04834 2.30553  0.016
42 O -0.46765 1.93171 2.46737  0.012
43 H -0.92808 1.15049 2.31650  -0.014
44 H -1.17542 2.50485 2.64312  0.048

---

Q: Look up the charge of the first one.
A: +2